# 1
53
Properties=species:S:1:pos:R:3:lowdin_charge:R:1 method="wB97M-V/def2-TZVPD" e_lumo_ev=0.32 spin_multiplicity=1 molar_mass_g_mol=416.50 total_charge=0 relative_energy_ev=2.7636 total_energy_ev=-46115.1269 homo_lumo_gap_ev=8.570
C -2.606 3.120 2.667 -0.06
C -2.613 1.924 3.608 -0.22
O -1.890 0.827 3.058 -0.02
C -2.567 0.071 2.158 -0.54
O -3.738 0.224 1.892 0.08
N -1.788 -0.887 1.613 -0.02
C -2.314 -1.745 0.573 -0.10
C -1.998 -3.204 0.923 -0.11
N -0.570 -3.356 1.091 -0.06
C 0.326 -3.832 0.195 -0.55
O 1.523 -3.805 0.407 0.03
C -0.219 -4.511 -1.061 -0.36
S 0.978 -4.276 -2.412 0.99
C 1.084 -2.538 -2.342 -0.57
C 1.987 -1.816 -3.136 -0.04
C 2.032 -0.457 -2.954 0.03
C 1.183 0.111 -1.982 -0.19
C 1.130 1.537 -1.642 -0.09
C -0.060 2.040 -1.117 -0.02
C -0.187 3.366 -0.758 -0.08
C 0.892 4.217 -0.916 -0.08
C 2.089 3.741 -1.419 -0.02
C 2.229 2.406 -1.785 -0.21
O 3.392 1.877 -2.259 -0.10
C 4.545 2.684 -2.298 -0.08
N 0.324 -0.651 -1.316 0.07
N 0.268 -1.934 -1.493 0.01
C -0.077 -2.522 2.171 -0.10
C -0.373 -1.050 1.862 -0.10
H -3.097 3.964 3.143 0.08
H -3.141 2.869 1.754 0.07
H -1.584 3.394 2.416 0.07
H -3.642 1.609 3.811 0.12
H -2.102 2.156 4.545 0.12
H -3.390 -1.577 0.508 0.13
H -1.833 -1.493 -0.377 0.10
H -2.387 -3.876 0.162 0.11
H -2.472 -3.460 1.877 0.13
H -0.286 -5.589 -0.909 0.09
H -1.168 -4.110 -1.401 0.06
H 2.609 -2.326 -3.855 0.11
H 2.690 0.163 -3.540 0.11
H -0.888 1.358 -0.999 0.11
H -1.121 3.733 -0.361 0.10
H 0.810 5.259 -0.645 0.11
H 2.917 4.423 -1.525 0.10
H 4.798 3.072 -1.306 0.10
H 5.345 2.030 -2.642 0.10
H 4.432 3.516 -3.000 0.10
H 0.999 -2.680 2.258 0.12
H -0.570 -2.823 3.101 0.13
H -0.079 -0.418 2.697 0.13
H 0.178 -0.755 0.962 0.11



# 2
53
Properties=species:S:1:pos:R:3:lowdin_charge:R:1 method="wB97M-V/def2-TZVPD" e_lumo_ev=0.64 spin_multiplicity=1 molar_mass_g_mol=400.43 total_charge=0 relative_energy_ev=1.0058 total_energy_ev=-37328.6635 homo_lumo_gap_ev=8.695
C -4.235 -1.918 -0.113 -0.08
O -3.497 -2.783 0.723 -0.08
C -2.172 -2.949 0.469 -0.27
C -1.493 -3.830 1.314 -0.01
C -0.146 -4.066 1.135 -0.07
C 0.549 -3.435 0.115 -0.04
C -0.121 -2.564 -0.730 -0.19
C 0.636 -1.830 -1.809 -0.05
N 1.121 -0.567 -1.296 0.08
C 0.441 0.592 -1.194 -0.35
O -0.775 0.695 -1.721 0.03
C -1.424 1.940 -1.515 -0.11
C -1.939 2.097 -0.083 -0.30
C -2.448 3.526 0.216 -0.11
C -3.903 3.317 0.654 -0.14
C -3.914 1.837 1.034 -0.20
O -3.036 1.219 0.118 -0.12
N 1.115 1.555 -0.588 0.22
C 2.298 0.979 -0.263 -0.21
C 2.339 -0.339 -0.678 -0.05
C 3.484 -1.165 -0.477 -0.37
O 3.638 -2.324 -0.815 0.06
N 4.499 -0.470 0.194 0.03
C 5.707 -1.239 0.449 -0.01
C 4.488 0.846 0.627 -0.43
O 5.436 1.346 1.195 0.07
N 3.339 1.571 0.377 0.01
C 3.248 2.953 0.791 -0.01
C -1.476 -2.315 -0.553 0.03
H -3.834 -0.901 -0.094 0.07
H -4.254 -2.286 -1.144 0.10
H -5.248 -1.922 0.288 0.09
H -2.048 -4.314 2.102 0.12
H 0.369 -4.748 1.795 0.11
H 1.604 -3.614 -0.028 0.10
H 1.508 -2.407 -2.123 0.13
H -0.010 -1.618 -2.665 0.14
H -2.264 1.941 -2.213 0.15
H -0.726 2.753 -1.738 0.13
H -1.125 1.828 0.605 0.15
H -1.856 3.976 1.010 0.12
H -2.380 4.160 -0.666 0.11
H -4.582 3.488 -0.181 0.11
H -4.192 3.959 1.482 0.11
H -3.547 1.699 2.062 0.13
H -4.889 1.361 0.934 0.12
H 6.145 -1.555 -0.498 0.10
H 5.454 -2.127 1.027 0.10
H 6.403 -0.611 0.998 0.09
H 4.206 3.233 1.226 0.09
H 2.453 3.066 1.528 0.09
H 3.022 3.578 -0.072 0.09
H -1.968 -1.617 -1.212 0.11



# 3
53
Properties=species:S:1:pos:R:3:lowdin_charge:R:1 method="wB97M-V/def2-TZVPD" e_lumo_ev=0.44 spin_multiplicity=1 molar_mass_g_mol=396.45 total_charge=0 relative_energy_ev=4.5873 total_energy_ev=-36211.2004 homo_lumo_gap_ev=8.381
C 2.388 3.398 5.858 -0.06
C 3.506 2.417 5.524 -0.24
O 3.532 2.068 4.150 -0.04
C 2.461 1.472 3.551 -0.21
C 2.312 1.763 2.199 0.02
C 1.312 1.209 1.425 -0.01
C 0.409 0.341 2.019 -0.21
N -0.657 -0.254 1.325 0.13
C -0.987 -0.143 0.017 -0.42
O -0.399 0.517 -0.812 0.07
C -2.238 -0.962 -0.346 -0.08
N -2.477 -0.916 -1.769 -0.10
C -3.080 0.281 -2.301 -0.04
C -1.685 -1.735 -2.498 -0.33
N -1.275 -2.922 -2.070 0.07
N -0.669 -3.498 -3.098 -0.05
N -0.672 -2.768 -4.122 0.04
N -1.299 -1.606 -3.801 0.01
C -1.279 -0.505 -4.675 -0.23
C -1.763 -0.655 -5.968 -0.01
C -1.708 0.418 -6.839 -0.08
C -1.171 1.626 -6.424 -0.08
C -0.670 1.759 -5.139 -0.07
C -0.711 0.694 -4.259 -0.02
C 0.546 0.027 3.369 0.04
C 1.564 0.560 4.145 -0.18
O 1.741 0.265 5.471 -0.07
C 0.967 -0.738 6.093 -0.24
C 1.403 -2.148 5.706 -0.06
H 2.446 4.268 5.207 0.08
H 2.482 3.721 6.891 0.08
H 1.417 2.927 5.725 0.07
H 3.432 1.527 6.155 0.11
H 4.480 2.887 5.685 0.12
H 3.022 2.445 1.761 0.12
H 1.231 1.450 0.380 0.10
H -1.228 -0.873 1.885 0.15
H -3.111 -0.563 0.178 0.13
H -2.085 -2.009 -0.070 0.12
H -3.367 0.117 -3.338 0.10
H -3.981 0.486 -1.720 0.09
H -2.419 1.150 -2.245 0.08
H -2.167 -1.607 -6.276 0.11
H -2.086 0.310 -7.844 0.10
H -1.133 2.461 -7.107 0.10
H -0.233 2.694 -4.823 0.11
H -0.301 0.778 -3.263 0.11
H -0.162 -0.661 3.805 0.11
H -0.102 -0.587 5.897 0.12
H 1.139 -0.580 7.162 0.13
H 0.808 -2.878 6.248 0.08
H 2.451 -2.290 5.957 0.08
H 1.284 -2.317 4.638 0.07



# 4
54
Properties=species:S:1:pos:R:3:lowdin_charge:R:1 method="wB97M-V/def2-TZVPD" e_lumo_ev=0.63 spin_multiplicity=1 molar_mass_g_mol=428.52 total_charge=0 total_energy_ev=-47048.1388 homo_lumo_gap_ev=8.682
H 2.805 -2.443 -0.956 0.05
N 1.900 -2.852 -0.743 0.17
C 1.093 -2.097 -0.129 -0.31
C -0.233 -2.511 0.231 -0.05
C -0.957 -3.679 0.071 -0.23
C -0.578 -4.968 -0.549 -0.01
N -2.164 -3.429 0.621 0.03
N -2.289 -2.191 1.126 0.10
C -1.121 -1.617 0.894 -0.30
N -0.770 -0.347 1.241 0.13
C 0.426 -0.001 0.917 -0.55
S 0.966 1.602 1.390 1.05
C -0.655 2.302 1.785 -0.37
C -1.525 2.299 0.530 -0.58
O -1.084 2.114 -0.581 0.04
N -2.818 2.578 0.791 0.07
C -3.831 2.575 -0.236 -0.11
C -4.867 1.449 -0.039 -0.32
C -4.229 0.061 -0.080 -0.13
C -4.166 -0.207 -1.583 -0.15
C -5.370 0.580 -2.123 -0.19
O -5.805 1.464 -1.096 -0.11
N 1.357 -0.765 0.277 0.03
C 2.618 -0.192 -0.055 -0.31
C 2.703 0.750 -1.077 -0.02
C 3.925 1.288 -1.408 0.02
C 5.084 0.892 -0.734 -0.27
O 6.236 1.483 -1.144 -0.08
C 7.440 1.140 -0.499 -0.09
C 4.993 -0.055 0.281 -0.01
C 3.762 -0.591 0.617 -0.01
H 0.438 -4.876 -0.923 0.06
H -1.247 -5.212 -1.374 0.08
H -0.624 -5.777 0.180 0.08
H -2.946 -4.062 0.686 0.16
H -1.106 1.711 2.581 0.08
H -0.472 3.323 2.119 0.09
H -3.130 2.644 1.747 0.15
H -4.353 3.537 -0.251 0.13
H -3.314 2.440 -1.188 0.13
H -5.424 1.632 0.888 0.15
H -4.883 -0.660 0.410 0.12
H -3.256 0.026 0.400 0.08
H -3.234 0.179 -1.995 0.11
H -4.234 -1.266 -1.819 0.11
H -6.214 -0.077 -2.364 0.12
H -5.116 1.158 -3.019 0.12
H 1.807 1.059 -1.593 0.13
H 4.015 2.023 -2.191 0.12
H 7.674 0.078 -0.622 0.10
H 7.408 1.386 0.567 0.10
H 8.212 1.736 -0.983 0.09
H 5.867 -0.384 0.819 0.10
H 3.691 -1.326 1.405 0.13